Below is a 7-piece molecular cluster, C39H56F8N9O3P overall, with properties calculated with ωB97M-V/def2-TZVPD.

Results
**Energy**: -91934.91003 eV
**SMILES**: NCCCc1ccc2nc(P(=O)(O)O)c(C(F)(F)C(F)F)nc2c1C(F)(F)C(F)F.CCCC#N.CCCC#N.CCCC#N.CCCC#N.CCCC#N.CCCC#N
**HOMO level**: -9.34 eV

Geometry as XYZ:
```
116
Properties=species:S:1:pos:R:3:forces:R:3
N -2.60896 -3.95456 0.64892 0.4 0.4 0.1
C -1.42460 -3.06041 0.83835 -1.0 -0.4 -0.4
C -0.30111 -3.55645 -0.05184 0.1 0.5 0.3
C 0.89266 -2.59064 -0.19941 0.0 -0.4 -0.1
C 0.49559 -1.14409 -0.32519 0.2 0.0 0.2
C -0.29811 -0.84983 -1.46333 0.1 0.7 0.4
C -0.72223 0.42095 -1.69951 -0.2 -0.5 -0.4
C -0.36076 1.47885 -0.84105 -0.6 -0.5 -0.8
N -0.82485 2.72335 -1.14544 1.0 -0.5 1.0
C -0.41442 3.65655 -0.32541 -0.3 1.4 -0.6
P -1.10846 5.28133 -0.78903 -1.3 0.5 0.3
O -1.62602 6.04548 0.33588 0.3 0.0 0.3
O -2.30592 4.91224 -1.80263 1.0 -0.1 -0.3
O -0.04604 6.05487 -1.69858 -0.1 -0.4 -0.1
C 0.44280 3.42881 0.78334 0.2 -0.6 0.3
C 0.98207 4.50596 1.74100 -0.1 -0.2 0.1
F 0.00137 4.98707 2.52932 -0.1 0.2 -0.2
F 1.86795 3.90848 2.57955 0.1 0.0 -0.1
C 1.80320 5.64598 1.08405 0.7 -0.1 0.7
F 2.24179 5.22514 -0.12950 -0.3 0.2 -0.2
F 1.14252 6.80640 0.99519 -0.3 -0.1 -0.4
N 0.84234 2.22516 1.08049 -0.1 0.2 -0.5
C 0.44478 1.20782 0.26801 0.4 0.1 0.8
C 0.86176 -0.13360 0.54596 -0.3 -0.3 -0.3
C 1.69408 -0.49769 1.75982 0.5 0.0 0.0
F 1.80618 0.48298 2.66948 -0.2 0.1 0.0
F 1.10412 -1.53545 2.44393 -0.1 -0.1 -0.1
C 3.16049 -0.97560 1.42995 0.2 0.6 0.5
F 3.39862 -1.00434 0.10580 -0.1 -0.2 -0.1
F 4.04248 -0.09182 1.96426 0.0 0.1 -0.1
H -3.43160 -3.38447 0.81199 -0.1 -0.2 0.2
H -2.65244 -4.18033 -0.33915 0.0 -0.1 0.0
H -1.74067 -2.04475 0.59061 0.4 0.2 0.0
H -1.15411 -3.07858 1.89194 0.2 0.0 0.1
H -0.67454 -3.76884 -1.05479 -0.3 0.0 0.0
H 0.06623 -4.49478 0.35181 -0.1 0.1 -0.2
H 1.61074 -2.79802 0.57895 0.1 0.1 0.2
H 1.38746 -2.85319 -1.13481 0.2 0.0 0.0
H -0.56420 -1.64734 -2.13858 0.0 -0.1 -0.1
H -1.32815 0.62779 -2.56716 0.0 0.2 -0.1
H -1.92985 4.35325 -2.50567 -0.4 -0.4 0.0
H -0.37467 6.10737 -2.60392 0.2 0.2 -0.1
H 2.69053 5.81344 1.69435 0.0 0.0 0.1
H 3.37007 -1.92995 1.91133 -0.2 -0.3 -0.4
C 3.22420 -7.51022 3.20724 0.0 -0.1 0.0
C 1.75799 -7.20212 3.47785 0.2 -0.1 0.2
C 0.86547 -7.47428 2.26532 0.1 0.1 0.1
C 1.28145 -6.63870 1.13966 -0.3 -0.3 0.3
N 1.59182 -5.93332 0.29394 0.5 0.0 -0.4
H 3.62811 -6.88084 2.41493 0.0 0.0 0.0
H 3.82060 -7.32753 4.09939 0.1 0.0 0.0
H 3.35750 -8.55604 2.91938 0.0 0.0 0.0
H 1.65838 -6.15497 3.77456 -0.1 0.0 0.0
H 1.40730 -7.80582 4.31679 -0.1 0.0 0.0
H -0.17686 -7.25092 2.49640 0.0 0.0 -0.1
H 0.92665 -8.52252 1.96796 0.0 0.0 0.0
C 4.13553 -1.69712 4.68211 -0.1 0.0 0.0
C 3.37017 -2.84978 5.32304 0.0 0.2 -0.1
C 4.25927 -4.06337 5.62903 -0.2 0.1 -0.1
C 4.85471 -4.58986 4.39961 -0.1 0.1 0.6
N 5.32666 -4.98483 3.43548 0.2 -0.1 -0.5
H 4.55703 -1.98468 3.71743 0.1 0.0 0.1
H 3.47334 -0.84873 4.50908 0.0 0.0 0.0
H 4.95248 -1.36225 5.32379 0.0 0.0 0.0
H 2.55627 -3.15287 4.66080 0.0 -0.1 0.0
H 2.91451 -2.50739 6.25349 0.0 -0.1 0.0
H 3.67308 -4.85553 6.09689 0.1 0.0 0.0
H 5.06194 -3.78926 6.31501 0.0 0.0 0.0
C 3.10963 -10.46791 -0.38076 0.1 0.1 0.0
C 4.25555 -10.97796 0.48809 -0.1 0.2 -0.2
C 4.07481 -12.43818 0.91678 0.0 0.3 0.1
C 2.85085 -12.59601 1.70615 0.5 -0.2 -0.3
N 1.89262 -12.71851 2.31869 -0.4 0.0 0.3
H 2.15944 -10.48530 0.15564 0.0 -0.1 0.0
H 3.29718 -9.43665 -0.68044 0.0 0.0 0.0
H 3.00304 -11.06891 -1.28558 0.0 0.0 0.0
H 4.34490 -10.34522 1.37310 0.1 -0.1 0.0
H 5.19135 -10.88399 -0.06498 0.0 -0.1 0.1
H 4.92047 -12.76579 1.52176 0.0 -0.1 0.0
H 4.01399 -13.08927 0.04364 0.0 0.0 0.0
C -4.64654 2.62516 -4.71848 0.0 0.0 0.0
C -4.00219 3.93035 -5.16304 -0.2 0.1 0.1
C -2.68562 3.71770 -5.92037 -0.1 0.0 0.2
C -1.70105 3.03499 -5.07673 -0.3 0.3 -0.4
N -0.94913 2.50570 -4.39361 0.3 -0.1 0.3
H -4.00827 2.08152 -4.01860 0.0 0.0 0.0
H -5.59215 2.82030 -4.21283 0.0 0.0 0.0
H -4.84989 1.97857 -5.57372 0.0 0.0 0.0
H -3.82254 4.55862 -4.28518 0.1 0.0 0.0
H -4.69639 4.47186 -5.81357 0.4 -0.1 0.2
H -2.26768 4.67563 -6.23109 0.1 0.0 -0.1
H -2.85186 3.11739 -6.81595 0.0 0.0 0.0
C 0.87755 10.31481 1.81558 0.0 0.0 0.0
C 2.37327 10.58549 1.70680 -0.2 -0.1 0.0
C 2.69964 12.06644 1.47970 0.0 -0.2 -0.1
C 2.10327 12.55247 0.23306 0.3 0.0 0.5
N 1.63921 12.93141 -0.74115 -0.2 0.1 -0.5
H 0.35679 10.57417 0.89322 0.0 0.0 0.0
H 0.69571 9.25775 2.00542 0.0 0.0 0.0
H 0.43299 10.88703 2.63249 0.0 0.0 0.0
H 2.78756 9.99203 0.88952 0.1 0.0 0.0
H 2.86675 10.25626 2.62327 0.1 0.1 0.0
H 3.77848 12.21398 1.42384 0.0 0.1 0.0
H 2.31961 12.67109 2.30444 0.0 0.0 0.0
C -9.89210 3.25879 -5.34429 0.0 0.0 0.0
C -9.14914 4.24711 -4.45251 -0.2 -0.2 0.0
C -8.38567 5.31217 -5.24915 0.0 -0.2 0.1
C -7.37814 4.69526 -6.11358 -0.3 0.4 0.2
N -6.58241 4.20724 -6.77528 0.0 -0.2 -0.4
H -9.20353 2.69444 -5.97474 0.0 0.0 0.0
H -10.44386 2.54022 -4.73890 0.0 0.0 0.0
H -10.60510 3.77264 -5.99162 0.0 0.0 0.0
H -8.45270 3.70238 -3.81224 0.0 0.1 0.0
H -9.86169 4.74801 -3.79567 0.1 0.1 0.0
H -7.88213 6.00429 -4.57337 0.0 0.0 -0.1
H -9.07061 5.88887 -5.87225 0.0 0.0 0.0
```
Forces are in eV/Å.